No. 1
Molecular formula: C21H60O9
Method: DFT, the ωB97M-V functional and the def2-TZVPD basis

Structure (XYZ):
```
90
Properties=species:S:1:pos:R:3:forces:R:3
O -2.06624 -3.00819 3.01824 0.3 0.1 0.4
O -4.56212 -1.97879 -2.07236 0.1 0.1 -0.1
O 4.17189 0.81050 4.11749 0.1 0.0 0.0
O 1.48357 1.36522 0.27473 -0.5 -0.3 -0.1
O 0.68809 -0.03881 -6.56137 -0.2 0.0 0.1
O 2.09285 2.45118 2.75483 -0.2 0.3 0.4
O 2.51157 3.42700 -1.43202 -0.2 -0.1 -0.2
O -3.00566 3.16908 -1.64795 0.3 0.1 -0.1
O -0.31970 -4.37872 1.05750 0.0 0.1 -0.2
C -1.31746 -2.73250 4.22769 -0.3 0.3 -0.2
C -0.02866 2.32105 3.91320 0.1 -0.1 0.1
C -4.43253 -0.43609 -3.94549 0.0 0.3 -0.2
C -2.85556 -0.32170 -2.01787 0.0 0.4 0.3
C -0.20282 1.31518 -4.82305 -0.3 0.0 0.1
C -2.30751 -4.02309 -0.26363 -0.2 -0.2 -0.2
C 0.63331 -1.00263 -4.31387 -0.4 0.3 0.4
C 1.06750 3.23396 3.38715 0.1 -0.6 -0.4
C 4.45067 -0.03680 3.00860 0.4 0.1 0.0
C 0.13289 1.11922 -0.12164 0.1 0.6 0.1
C 0.50839 4.24899 2.40850 0.1 0.5 0.0
C 3.22426 -0.81079 2.58198 -0.4 -0.1 -0.1
C -0.09501 -3.61726 4.20690 0.2 0.4 -0.2
C -0.79654 -3.94207 -0.22301 0.3 0.1 0.6
C 5.55196 -0.97939 3.44471 0.1 -0.4 0.3
C 2.69054 2.95457 -2.76513 0.3 -0.2 -0.3
C -0.30173 -2.53115 -0.47251 0.3 0.2 -0.3
C 0.80609 0.24033 -5.16357 0.3 0.1 -0.3
C -0.97694 -1.24288 4.28574 -0.1 -0.5 0.1
C -1.85640 3.60540 -2.37285 0.0 -0.3 0.2
C -3.67135 -1.23608 -2.90750 0.2 0.1 0.1
H 2.28646 4.35947 -1.47336 0.1 0.0 0.2
H -1.22756 0.98578 -5.02281 0.1 -0.2 0.0
H 1.56631 3.71843 4.22616 0.0 0.2 0.0
H 0.76882 -2.46962 -0.27111 0.0 0.0 0.1
H -0.83252 -1.83666 0.18219 0.1 0.0 0.0
H 1.69821 2.01785 1.97706 0.3 0.0 -0.2
H 5.71520 -1.76924 2.70788 0.0 0.1 -0.1
H -0.31187 -4.61452 -0.93301 -0.2 -0.1 -0.1
H -5.02914 -2.60860 -2.63011 -0.1 0.0 0.0
H 2.98855 -1.55667 3.34480 -0.1 0.0 0.0
H 0.10849 3.75313 1.51998 0.0 -0.1 0.1
H 0.38409 1.60935 4.63023 0.0 0.1 0.0
H -0.46058 1.73469 3.09627 -0.1 0.1 0.0
H 0.10431 0.76963 -1.15600 -0.2 -0.2 0.1
H 0.93087 -0.80084 -3.28000 0.2 0.0 -0.1
H 2.36639 -0.14740 2.46878 0.0 0.0 0.0
H 1.80970 0.66284 -4.99794 0.0 -0.1 0.0
H -2.08388 0.19905 -2.59132 0.0 -0.1 -0.1
H -3.74906 0.18977 -4.52729 0.0 -0.1 0.0
H -0.42674 -1.27176 -4.25071 0.1 -0.2 -0.3
H 0.48781 -3.45061 5.11171 -0.1 -0.3 0.1
H 2.06180 3.47566 -3.48999 -0.1 0.0 0.1
H -4.99012 -1.06824 -4.63934 0.0 0.0 0.0
H -2.89461 -2.52243 3.08098 0.0 0.0 -0.2
H -0.71715 -3.79716 1.72118 -0.2 -0.1 -0.1
H 1.28216 4.94534 2.07753 0.0 -0.1 0.0
H 6.49898 -0.47242 3.62383 0.0 0.1 0.0
H -2.36347 -0.86466 -1.21347 -0.1 -0.1 0.0
H -0.32934 0.40407 0.55302 0.2 -0.2 -0.1
H 1.82596 2.02415 -0.34634 0.3 0.3 0.1
H -1.95959 -3.00397 5.07289 0.1 0.0 0.1
H 3.52939 1.47991 3.84521 -0.1 -0.1 -0.2
H -2.64794 -4.99201 0.10285 0.1 0.0 0.0
H -3.46470 0.46621 -1.56779 -0.1 -0.1 -0.1
H 1.22820 -1.83352 -4.68862 0.0 -0.1 0.0
H -2.97434 -1.93263 -3.39733 -0.1 0.0 -0.1
H -2.73727 -3.25328 0.37966 0.0 0.0 0.0
H -0.44010 -2.19890 -1.50724 -0.2 -0.1 0.1
H 0.87863 -0.96611 -6.72405 0.1 0.0 0.1
H 2.44428 1.89243 -2.80200 -0.1 0.0 0.1
H -0.92924 3.40722 -1.81982 -0.1 0.2 0.1
H -1.79157 3.00233 -3.27499 -0.2 0.1 -0.1
H 3.36824 -1.31636 1.62347 0.1 0.0 0.1
H -0.81348 2.90722 4.39275 -0.1 -0.1 0.0
H -0.46136 2.03998 -0.04044 0.0 -0.1 -0.1
H -0.28991 4.84314 2.86215 0.0 -0.1 0.0
H -0.38631 -1.01714 5.17517 0.0 0.0 0.0
H 3.73307 3.05061 -3.08657 -0.1 0.1 0.1
H -0.40271 -0.98330 3.39748 0.0 0.1 0.0
H -3.01951 3.63423 -0.80700 -0.1 0.0 0.0
H -0.05014 2.21702 -5.41577 0.2 0.0 0.1
H -0.37994 -4.65891 4.07872 0.1 -0.1 0.2
H 4.84050 0.55142 2.16368 -0.2 0.1 0.1
H -1.89541 -0.65445 4.32615 0.1 0.1 -0.1
H -2.70597 -3.87833 -1.26994 0.0 0.1 0.0
H 5.25708 -1.47242 4.37801 0.0 0.1 -0.1
H -1.91188 4.66150 -2.64650 0.0 0.0 0.0
H -0.13780 1.55334 -3.75782 0.1 0.1 -0.1
H 0.55851 -3.33644 3.37582 -0.1 0.0 0.0
H -5.12410 0.24802 -3.45041 -0.1 -0.1 0.0
```
Positions in Å, forces in eV/Å.

- Energy above the lowest of the compared OMol25 structures with the same formula, charge and spin: 0.946 eV
- E: -1513.212730 Ha
- E_HOMO: -0.3461 Eh
- Total charge: 0
- LUMO level: 0.21 eV
- SMILES: CC(C)O.CC(C)O.CC(C)O.CC(C)O.CC(C)O.CC(C)O.CO.CO.CO

No. 2
Molecular formula: C29H19BiBr3N4O11S2
Method: DFT, the ωB97M-V functional and the def2-TZVPD basis

Structure (XYZ):
```
69
Properties=species:S:1:pos:R:3:forces:R:3
Bi 1.25857 1.67991 -0.09122 -0.7 -0.2 0.0
Br 3.97862 3.84343 -1.60959 0.0 0.0 0.0
Br -1.06844 -5.66657 -0.73235 0.0 0.0 0.0
Br 2.84548 4.50918 1.31137 0.1 0.1 0.0
S 0.34034 2.30477 -3.49921 0.1 -0.1 0.1
S -0.91747 4.37799 -0.97291 0.0 0.0 -0.1
O 4.26537 0.53030 0.19596 0.0 0.0 0.0
O -1.63439 4.64471 0.24663 0.0 0.0 0.0
O 0.29958 1.46556 -4.67558 0.0 0.0 0.0
O 5.67360 0.07905 -1.48301 0.0 0.0 0.0
O -0.28407 2.11383 1.40318 0.2 0.0 0.0
O -0.73117 5.49879 -1.85311 0.0 0.0 0.0
O 1.14319 1.60057 -2.43396 0.0 0.1 0.0
O 0.75278 3.66436 -3.68550 0.0 0.0 0.0
O -1.10039 -1.57879 -1.66042 0.0 0.0 0.1
O 0.40162 3.69544 -0.72074 0.1 0.0 0.1
O -0.33031 0.18167 -0.52545 0.1 0.1 0.1
N -2.55350 -2.93144 4.50262 -0.1 0.0 -0.1
N 1.19752 -0.08109 1.86952 0.1 0.0 -0.1
N 2.20424 -0.57232 -1.18727 0.0 0.1 -0.1
N -2.42684 -1.73302 4.79722 0.1 0.0 0.1
C -2.14758 -3.53538 0.81712 0.0 0.0 -0.1
C -2.39951 0.41816 3.79485 0.0 0.0 0.0
C 0.00003 0.01891 2.49502 0.0 0.0 0.0
C 3.70389 -1.30687 -2.88783 0.0 0.0 0.0
C -1.75888 -0.78812 3.96418 0.0 0.0 -0.1
C -1.92849 1.40541 2.92564 0.0 0.0 0.0
C -0.20362 -0.82851 -1.31511 0.0 -0.1 -0.1
C -2.13888 1.26003 -3.34420 0.0 0.0 0.0
C -1.62521 -4.74670 3.25925 0.0 0.0 0.0
C 3.02520 5.11360 -0.51415 0.0 -0.1 0.0
C 4.47158 0.03760 -0.88387 0.0 0.0 0.0
C 1.36712 -1.79440 -3.04509 0.0 0.0 0.0
C -0.74398 1.22295 2.22859 -0.1 0.0 0.0
C -3.92210 1.87287 -1.86817 0.0 0.0 0.0
C -2.47010 -2.88259 1.99558 0.0 0.0 0.1
C -1.83784 3.09028 -1.81676 0.0 0.0 0.0
C -1.33230 2.26767 -2.83076 0.0 0.0 0.0
C 1.56058 -2.17568 2.93293 0.0 0.0 0.0
C 1.19144 -1.09443 -1.85605 0.0 0.0 0.0
C -0.48865 -0.98395 3.35583 0.0 0.0 0.0
C -3.12752 2.88270 -1.34810 0.0 0.0 0.0
C -2.18596 -3.47605 3.22334 0.0 0.0 0.0
C -1.27915 -5.39858 2.08724 0.0 0.0 0.0
C -3.42382 1.05719 -2.86621 0.0 0.0 0.0
C 2.64049 -1.89215 -3.56744 0.0 0.0 0.0
C 1.94215 -1.13960 2.06152 0.0 0.0 0.0
C -1.54083 -4.78033 0.87647 0.0 0.0 0.0
C 0.35966 -2.09257 3.57820 0.0 0.0 0.1
C 3.43130 -0.66380 -1.69555 0.0 0.0 0.1
H -4.02236 0.24876 -3.26612 0.0 0.0 0.0
H 6.24663 0.60384 -0.90416 0.0 0.0 0.0
H 2.88541 -1.16979 1.52827 0.0 0.0 0.0
H 4.71140 -1.33333 -3.27505 0.0 0.0 0.0
H 2.21953 -3.01932 3.08576 0.0 0.0 0.0
H -4.92049 1.71719 -1.47907 0.0 0.0 0.0
H 0.49843 -2.20310 -3.53934 0.0 0.0 0.0
H -3.48164 3.51709 -0.54808 0.0 0.0 0.0
H 2.02620 5.20282 -0.92531 0.0 0.0 0.0
H 0.06025 -2.87151 4.26663 0.0 0.1 0.0
H -0.82265 -6.37828 2.11382 0.0 0.0 0.0
H -2.32797 -3.05334 -0.13387 0.0 0.0 0.0
H 2.80971 -2.39634 -4.50955 0.0 0.0 0.0
H -3.33191 0.56856 4.32638 0.0 0.0 0.0
H -2.92750 -1.90447 1.94532 0.0 0.0 0.0
H -1.45336 -5.21369 4.22099 0.0 0.0 0.0
H -1.73370 0.62872 -4.12115 0.0 0.0 0.0
H 3.58606 6.03771 -0.50291 0.0 0.0 0.0
H -2.47537 2.32450 2.76482 0.0 0.0 0.0
```
Positions in Å, forces in eV/Å.

- Energy above the lowest of the compared OMol25 structures with the same formula, charge and spin: 0.160 eV
- E: -10896.408493 Ha
- E_HOMO: -0.1995 Eh
- Total charge: -1
- LUMO level: 1.69 eV

No. 3
Molecular formula: C3H3BrF2
Method: DFT, the ωB97M-V functional and the def2-TZVPD basis

Structure (XYZ):
```
9
Properties=species:S:1:pos:R:3:forces:R:3
Br -2.06319 0.53112 -1.07897 0.3 -0.3 0.6
F 1.51843 -0.59838 1.54348 0.4 0.6 -1.2
F -1.90975 -0.07197 1.61760 0.7 0.0 -1.0
C 1.07820 -0.07746 0.41355 -4.0 -1.1 1.3
C 1.38904 0.49747 -0.69688 0.8 1.3 -2.2
C -1.33510 -0.43754 0.42557 2.4 3.0 1.0
H -1.46973 -1.44891 0.31227 -0.1 -2.3 -0.5
H 2.32814 0.85175 -1.26471 -1.2 -0.9 1.6
H 0.46396 0.75393 -1.27193 0.8 -0.2 0.4
```
Positions in Å, forces in eV/Å.

- Energy above the lowest of the compared OMol25 structures with the same formula, charge and spin: 4.192 eV
- E: -2889.678611 Ha
- E_HOMO (spin up / spin down): -0.3382 / -0.3382 Eh
- Total charge: 0
- LUMO level (spin up / spin down): -0.15 / -0.15 eV

Question: Among the records above, which one has the highest E?
Answer: C21H60O9